Computed, not measured: a structure of composition C19H15BCl2CoN10O, with wB97M-V/def2-TZVPD.

## Properties
Highest occupied orbital energy (alpha / beta) ... 0.04 / 0.02 eV
Multiplicity ... 2
LUMO energy (alpha / beta) ... 4.41 / 4.41 eV
DFT total energy ... -3683.9808 hartree
Charge ... -2

```
49
Properties=species:S:1:pos:R:3:forces:R:3
Co -0.049398 -0.179944 0.220900 0.03 0.28 -0.22
C -2.839832 -1.404321 -2.727661 -0.01 -0.01 0.02
C -1.993909 -1.679077 -1.640292 -0.04 -0.01 0.04
N -1.562789 -0.550842 -1.103262 0.15 -0.01 -0.17
N -2.111197 0.461421 -1.802177 0.02 0.01 -0.03
C -2.878115 -0.026738 -2.793173 -0.10 0.01 0.09
B -1.789790 1.921563 -1.434381 -0.09 0.01 0.09
N -0.284561 2.156661 -1.672724 0.02 -0.02 0.00
C 0.350947 3.118448 -2.361519 0.00 0.00 0.00
C 1.710364 2.917949 -2.226433 0.01 0.00 -0.01
C 1.811912 1.779015 -1.413436 0.00 -0.06 -0.07
N 0.605789 1.334593 -1.090946 0.01 0.01 0.12
N -2.084495 2.150856 0.064743 0.00 0.01 -0.04
C -2.991957 2.945449 0.661897 0.00 0.00 0.01
C -2.888077 2.761369 2.026441 0.00 0.00 -0.01
C -1.865414 1.805354 2.167938 0.00 0.02 0.00
N -1.393812 1.456831 0.985157 0.00 -0.08 0.02
H -3.349650 -2.107614 -3.363628 0.00 0.00 0.00
H -1.673148 -2.620214 -1.220566 0.01 0.00 -0.02
H -3.409506 0.641689 -3.450776 0.01 0.00 -0.01
H -2.451391 2.677700 -2.105311 0.03 0.01 -0.03
H -0.209631 3.868709 -2.894565 0.00 0.00 0.00
H 2.510162 3.500210 -2.650492 0.00 0.00 0.00
H 2.689099 1.266128 -1.050024 0.00 0.01 0.01
H -3.639772 3.576199 0.074922 0.00 0.00 0.00
H -3.467635 3.236799 2.799719 0.00 0.00 0.00
H -1.457776 1.341300 3.051789 0.00 -0.01 0.00
N 2.314100 2.591611 1.991177 -0.01 -0.01 -0.02
C 2.495620 1.259104 1.634033 -0.17 0.32 0.00
O 1.482706 0.560088 1.540418 0.26 -0.52 0.00
C 3.852023 0.841125 1.429553 0.03 0.02 0.03
C 4.885863 1.796177 1.512245 -0.01 0.01 0.02
N 5.693448 2.626524 1.580291 0.00 0.00 -0.01
C 4.227574 -0.502052 1.194701 -0.02 -0.02 0.00
N 4.624727 -1.570809 1.007277 0.00 0.00 -0.01
H 1.378782 2.910258 1.788988 0.00 0.00 0.01
H 3.057716 3.240195 1.788433 0.00 0.00 0.00
Cl -1.894851 -3.621750 3.119051 0.00 0.01 0.00
C -0.783201 -3.950814 1.794717 0.01 -0.04 0.00
C -0.471626 -5.256765 1.533242 -0.03 0.03 0.03
C 0.401368 -5.613156 0.495177 0.04 0.00 -0.04
C 0.948753 -4.570926 -0.257051 -0.01 -0.02 0.02
C 0.624658 -3.265389 0.005589 -0.02 -0.01 0.03
Cl 1.391457 -2.016123 -0.985147 -0.05 0.07 0.11
C -0.279153 -2.783649 1.057751 -0.02 -0.02 0.01
N -0.624305 -1.574486 1.317992 -0.02 0.03 0.03
H -0.920741 -6.023529 2.155964 0.00 0.00 0.00
H 0.657473 -6.645969 0.300576 0.00 0.00 0.00
H 1.651176 -4.779173 -1.057111 0.00 0.00 0.00
```
Positions in Å, forces in eV/Å.

***

Computed, not measured: a structure of composition C19H15BCl2CoN8O2 in a non-equilibrium geometry, with wB97M-V/def2-TZVPD.

## Properties
Highest occupied orbital energy (alpha / beta) ... -14.06 / -14.06 eV
Multiplicity ... 2
ΔE to the lowest compared entry with this formula, charge and spin ... 1.589 eV
LUMO energy (alpha / beta) ... -8.95 / -9.84 eV
DFT total energy ... -3649.0340 hartree
Charge ... +2

```
48
Properties=species:S:1:pos:R:3:forces:R:3
Co -0.976369 0.417099 0.415729 1.64 -0.48 -0.46
C 1.482937 2.691587 3.081341 -0.48 -0.37 -0.43
C 0.218137 2.334987 2.619471 -0.09 0.45 0.48
N 0.334207 1.448813 1.634797 -1.24 -1.37 -1.59
N 1.650661 1.216306 1.442509 0.26 -0.08 -0.07
C 2.361562 1.955328 2.304138 -0.26 0.42 0.45
B 2.084820 0.228058 0.360602 0.64 0.02 0.11
N 1.502477 0.724373 -0.988835 0.21 -0.09 -0.13
C 2.134245 1.017214 -2.133550 -0.42 0.13 -0.10
C 1.194619 1.427848 -3.062431 -0.16 -0.06 0.32
C -0.020589 1.357073 -2.394680 -0.31 0.04 -0.35
N 0.180912 0.936897 -1.146711 -0.39 -0.84 1.80
N 1.417014 -1.137099 0.678084 0.19 -0.11 -0.10
C 1.979285 -2.337783 0.870900 -0.43 -0.09 0.10
C 0.977940 -3.256293 1.132190 -0.14 0.33 -0.03
C -0.199850 -2.523193 1.080423 -0.33 -0.33 -0.01
N 0.080340 -1.248924 0.810731 -0.26 1.89 -0.64
N 3.578885 0.066491 0.254474 -0.01 -0.46 -0.22
C 4.258302 -0.736435 -0.600285 0.87 -0.27 -0.48
C 5.606674 -0.570481 -0.366193 -0.36 -0.18 -0.13
C 5.674652 0.366106 0.683101 -0.57 -0.89 -0.67
N 4.460339 0.691651 1.035422 -0.15 1.65 1.42
H 1.726073 3.379387 3.862917 0.01 0.15 0.17
H -0.747004 2.672346 2.945979 -0.17 0.03 0.03
H 3.436641 1.904466 2.305662 -0.08 -0.06 -0.07
H 3.196365 0.923944 -2.240354 0.20 0.01 0.14
H 1.373841 1.734329 -4.071935 -0.02 0.09 -0.18
H -1.005768 1.594020 -2.748617 -0.16 0.01 -0.05
H 3.038734 -2.488680 0.815699 0.21 0.13 0.03
H 1.094334 -4.301100 1.332768 -0.04 -0.18 0.07
H -1.211256 -2.849810 1.230922 -0.16 -0.04 -0.01
H 3.754014 -1.354860 -1.314749 -0.10 -0.19 -0.22
H 6.427281 -1.063899 -0.841758 0.12 -0.14 -0.25
H 6.532053 0.759059 1.185940 0.18 0.18 0.18
Cl -8.105332 -0.859256 -1.378927 0.46 0.06 0.09
C -6.418614 -0.780068 -1.203226 -0.30 -0.47 -0.54
C -5.591109 -1.558094 -2.029267 0.13 0.01 0.02
C -4.223604 -1.502760 -1.896570 0.11 -0.31 -0.34
Cl -3.204609 -2.435359 -2.885622 -0.22 0.15 0.16
C -3.584953 -0.644356 -0.904759 -0.23 0.33 0.36
O -2.339410 -0.615255 -0.807668 1.06 0.35 0.44
C -4.475834 0.142867 -0.071877 -0.19 -0.33 -0.38
C -3.910125 1.011221 0.926971 -0.70 0.23 0.23
O -2.714870 1.175451 1.172515 0.69 0.15 0.20
C -5.855036 0.060380 -0.235502 0.92 0.52 0.63
H -6.026591 -2.206736 -2.776465 -0.04 -0.01 -0.01
H -4.640011 1.580693 1.524713 0.19 -0.02 -0.02
H -6.506409 0.652447 0.391983 -0.08 0.06 0.06
```
Positions in Å, forces in eV/Å.

***

Computed, not measured: a structure of composition C19H15BCoF4N3O2S3Te, with wB97M-V/def2-TZVPD.

## Properties
Highest occupied orbital energy (alpha / beta) ... -0.37 / -0.36 eV
ΔE to the lowest compared entry with this formula, charge and spin ... 2.227 eV
LUMO energy (alpha / beta) ... 4.22 / 4.22 eV
DFT total energy ... -4317.6767 hartree
Charge ... -2

```
49
Properties=species:S:1:pos:R:3:forces:R:3
Co -0.840767 -0.535029 -0.308132 -0.56 0.55 -0.17
S -4.429898 -2.488048 -1.974592 -0.02 -0.06 0.05
C -4.599774 -2.548118 -0.257388 0.02 -0.01 -0.02
C -3.537752 -1.988797 0.384636 0.02 -0.05 -0.01
C -2.515352 -1.465488 -0.481483 -0.21 0.09 -0.02
C -2.892486 -1.695266 -1.783313 0.05 0.02 0.09
C -2.046968 -1.176306 -2.820674 0.07 0.03 -0.06
C -2.222761 -1.347429 -4.197200 -0.03 0.06 0.04
C -1.354025 -0.732843 -5.075454 0.02 0.01 -0.03
C -0.332324 0.060447 -4.566076 -0.03 0.05 -0.01
C -0.204051 0.161287 -3.191833 -0.19 0.21 0.01
N -1.008051 -0.451386 -2.321973 0.30 -0.39 0.06
H -5.474159 -3.009068 0.179712 -0.01 0.00 -0.02
H -3.473480 -1.948889 1.465400 -0.01 0.01 0.00
H -3.040081 -1.962472 -4.552671 0.00 -0.01 0.01
H -1.473148 -0.865651 -6.145089 0.00 0.01 0.00
H 0.372952 0.575763 -5.203969 0.00 -0.01 -0.01
H 0.569845 0.781937 -2.759819 0.07 -0.06 0.01
O 1.473414 2.885002 3.219460 0.01 -0.03 0.01
C 0.355218 2.450842 3.860725 -0.02 0.01 -0.01
C 0.077381 2.922640 5.144166 0.00 0.01 0.00
C -1.063580 2.532004 5.823763 -0.01 -0.01 0.02
C -1.952481 1.657419 5.217337 0.01 0.02 0.01
C -1.669707 1.183929 3.946553 0.04 0.01 -0.03
C -0.523478 1.550797 3.240190 -0.09 -0.01 0.05
C -0.345185 0.918661 1.891591 -0.12 0.20 -0.09
O -1.299507 0.219025 1.450119 0.26 -0.45 0.13
N 0.792461 1.127933 1.260387 0.09 0.06 -0.14
N 0.795309 0.413128 0.084053 0.08 0.10 -0.03
C 1.915327 0.462628 -0.577444 0.07 -0.13 0.08
S 3.214540 1.551154 -0.040466 -0.03 0.05 0.01
C 3.929928 2.022280 -1.642385 0.03 -0.03 -0.01
C 4.640711 0.950063 -2.463348 -0.01 0.00 0.00
S 3.497180 -0.067507 -3.443080 0.07 0.06 -0.01
H 1.961752 3.450006 3.826607 0.00 0.01 -0.01
H 0.778506 3.612133 5.606949 -0.01 0.00 0.00
H -1.250760 2.911012 6.821997 0.00 0.00 0.00
H -2.852417 1.339688 5.728803 0.00 0.00 0.01
H -2.334400 0.493686 3.444338 0.00 -0.01 0.00
H 4.644946 2.804852 -1.369141 0.01 -0.02 0.01
H 3.152573 2.485581 -2.253114 0.01 0.02 0.00
H 5.244010 0.306903 -1.820660 0.00 0.00 0.01
H 5.302214 1.438275 -3.185740 0.00 -0.01 -0.01
Te 2.396073 -1.275925 -1.648879 -0.10 -0.06 -0.03
F 0.635827 -2.853840 0.124750 0.23 -0.16 0.02
B 1.517303 -3.948151 0.302687 0.11 -0.08 0.13
F 0.942426 -4.908473 1.149323 -0.02 0.01 -0.02
F 1.801520 -4.525405 -0.956055 -0.02 0.02 -0.02
F 2.725176 -3.474983 0.866429 -0.08 -0.04 0.00
```
Positions in Å, forces in eV/Å.

***

Computed, not measured: a structure of composition C19H15BaN3O9S in a non-equilibrium geometry, with wB97M-V/def2-TZVPD.

## Properties
Highest occupied orbital energy ... -2.64 eV
ΔE to the lowest compared entry with this formula, charge and spin ... 1.913 eV
LUMO energy ... 4.64 eV
DFT total energy ... -1998.3980 hartree
Charge ... -2

```
48
Properties=species:S:1:pos:R:3:forces:R:3
Ba 0.265680 -1.017265 -1.133336 -2.31 2.12 -3.05
O 1.861081 2.705585 -3.075358 -0.15 -0.05 0.02
C 1.199091 1.725978 -2.690365 0.32 0.18 -0.32
O 1.624597 0.612004 -2.277417 0.87 1.44 -0.88
C -0.329824 1.842260 -2.755934 0.06 0.08 -0.06
C -0.972808 2.975673 -3.231816 0.02 0.07 0.00
C -2.356762 2.956356 -3.327488 0.06 -0.09 0.08
C -3.046213 1.808921 -2.962140 -0.07 0.07 0.00
C -2.324874 0.726605 -2.476852 -0.09 -0.09 0.02
N -1.000102 0.759969 -2.371580 -1.02 1.48 -1.19
C -2.988431 -0.601355 -2.059998 -0.35 -0.14 -0.06
O -4.220929 -0.674402 -2.199023 0.14 0.09 0.00
O -2.186363 -1.476919 -1.641147 -1.02 0.06 -0.29
H -0.375400 3.829971 -3.518254 0.01 -0.01 0.02
H -2.893791 3.829492 -3.681786 0.00 -0.01 -0.04
H -4.121235 1.725153 -3.041812 0.00 -0.04 0.05
O 2.361549 -3.678423 0.350645 -0.16 0.08 0.12
C 1.191648 -3.347538 0.127302 0.39 -1.45 0.60
O 0.659776 -3.152892 -1.007827 0.93 -4.17 0.16
C 0.230004 -3.257568 1.354002 0.15 0.33 -0.31
C -1.203733 -2.829602 0.988850 -0.21 -0.69 0.20
C -2.164121 -3.236302 2.116541 0.00 0.09 -0.02
C -1.758654 -2.230602 3.222467 0.03 0.07 -0.08
C -0.710793 -1.376877 2.478580 -0.04 -0.24 0.45
O -1.176382 -1.407745 1.131295 -0.32 0.15 0.47
C 0.625697 -2.156073 2.374762 -0.02 0.24 -0.24
C 1.599991 -1.105027 1.847863 0.43 0.15 0.75
O 2.319220 -0.503576 2.679767 -0.05 -0.10 -0.19
O 1.505606 -0.804546 0.627054 2.54 0.31 3.72
H 0.244984 -4.247424 1.812655 0.01 0.01 0.05
H -1.518297 -3.100151 -0.013479 -0.06 0.07 0.02
H -2.044703 -4.277985 2.418021 0.02 -0.01 -0.03
H -3.193623 -3.080351 1.793016 0.00 0.00 0.02
H -1.334546 -2.711472 4.105362 0.02 0.02 0.01
H -2.599785 -1.612957 3.539431 -0.01 -0.01 -0.01
H -0.605540 -0.353704 2.834672 0.00 0.03 -0.13
H 0.970291 -2.524407 3.337731 0.01 0.00 0.01
S 0.083410 2.577290 2.198130 -0.26 -0.13 0.21
C 1.380842 2.716022 1.157321 0.11 0.10 0.33
N 2.443043 1.850569 1.266692 -0.14 0.03 -0.16
C 3.499620 1.927886 0.451019 0.21 0.01 -0.10
C 3.598313 2.930157 -0.466074 -0.01 0.00 0.02
C 2.494183 3.795135 -0.544637 -0.04 -0.10 0.12
N 1.437492 3.707016 0.225444 0.13 0.05 -0.17
H 2.383119 1.021649 1.912092 -0.08 0.14 -0.10
H 4.243452 1.150145 0.562199 -0.06 -0.04 0.06
H 4.428777 3.007874 -1.148182 -0.02 -0.07 -0.03
H 2.475421 4.583436 -1.288385 0.03 -0.01 -0.02
```
Positions in Å, forces in eV/Å.

***

Computed, not measured: a structure of composition C19H15CeN3O7, with wB97M-V/def2-TZVPD.

## Properties
Highest occupied orbital energy ... -15.65 eV
ΔE to the lowest compared entry with this formula, charge and spin ... 0.000 eV
LUMO energy ... -8.69 eV
DFT total energy ... -1898.6909 hartree
Charge ... +2

```
45
Properties=species:S:1:pos:R:3:forces:R:3
Ce -0.154253 -0.079363 -0.236170 -0.14 0.04 -0.22
O 0.152111 0.000973 6.125356 -0.01 -0.03 0.06
C 0.084035 -0.084818 4.814277 0.04 0.05 0.03
C 0.069738 -1.300350 4.107173 -0.04 0.04 -0.02
C -0.015883 -1.244686 2.740646 0.03 0.11 0.33
N -0.080332 -0.084776 2.069055 0.06 -0.01 0.52
C -0.047230 1.078960 2.745281 0.04 -0.06 0.34
C 0.042587 1.134064 4.107424 -0.05 -0.11 -0.01
C -0.069736 2.291067 1.864115 0.07 -0.12 -0.99
O 0.066021 3.409850 2.210527 -0.10 0.07 0.11
O -0.207950 1.891832 0.536549 0.04 -0.91 0.36
C 0.003358 -2.459069 1.858311 0.06 0.11 -0.88
O 0.143906 -3.572490 2.229167 -0.06 -0.07 0.08
O -0.107632 -2.074147 0.537579 -0.06 0.90 0.30
H 0.164752 -0.858570 6.571515 0.00 0.01 -0.03
H 0.125017 -2.262089 4.602130 -0.01 0.00 0.00
H 0.075509 2.079434 4.632172 -0.01 0.01 -0.02
O 2.864830 0.867608 -6.787882 0.01 0.03 -0.01
C 1.647101 1.512363 -6.497632 0.03 -0.03 0.05
C 1.188977 1.016662 -5.154442 0.07 0.04 -0.06
C -0.160233 0.942344 -4.830927 -0.13 0.05 0.07
C -0.529413 0.516705 -3.572126 0.11 0.02 -0.06
N 0.369846 0.138135 -2.653186 0.02 0.01 0.19
C 1.679953 0.165722 -2.977189 0.17 0.11 0.21
C 2.125727 0.626590 -4.195862 -0.21 -0.18 -0.17
C 2.622068 -0.274625 -1.915653 0.02 -0.04 -0.06
C 3.865016 -0.792803 -2.218912 0.03 0.12 0.01
C 4.721612 -1.165766 -1.189591 0.09 -0.05 0.07
C 6.071436 -1.752929 -1.478052 -0.08 0.00 0.01
O 6.333228 -1.610198 -2.847962 0.01 0.00 -0.02
C 4.292469 -0.996536 0.126231 -0.03 0.04 0.00
C 3.034135 -0.498671 0.358565 0.01 -0.03 -0.07
N 2.196058 -0.153468 -0.638297 -0.02 -0.11 -0.10
H 3.204184 1.172043 -7.636583 -0.01 0.01 0.02
H 0.872528 1.313661 -7.243457 0.02 -0.07 -0.02
H 1.771165 2.601129 -6.434796 -0.04 0.02 0.02
H -0.927213 1.219898 -5.541551 0.03 0.00 -0.02
H -1.576985 0.466111 -3.293367 -0.01 0.01 0.00
H 3.179152 0.671854 -4.428719 0.00 0.00 -0.01
H 4.180184 -0.916047 -3.244546 0.02 0.00 0.01
H 6.042373 -2.806022 -1.168219 0.03 0.00 -0.01
H 6.813360 -1.247783 -0.849538 0.01 0.02 -0.03
H 7.199834 -1.972694 -3.059556 -0.01 -0.01 0.00
H 4.928962 -1.252052 0.963009 0.01 0.00 -0.01
H 2.674327 -0.359252 1.371030 -0.03 -0.01 0.01
```
Positions in Å, forces in eV/Å.